Molecular formula: C33H23F9GePPdSe3Te
Method: DFT, the ωB97M-V functional and the def2-TZVPD basis

The geometry in XYZ format:
```
72
Properties=species:S:1:pos:R:3:mulliken_charge:R:1
Pd 1.30775 1.24862 0.56021 0.81
Se 1.77882 0.20274 2.62972 -0.19
Se 1.73616 2.44050 3.37231 -0.26
Te 2.64365 3.45323 1.21602 0.05
Se 1.03397 3.41479 -0.74905 -0.48
Ge 3.62903 -0.15236 0.60242 0.36
C 3.69486 0.69850 -1.11938 0.51
C 2.98092 0.26564 -2.23725 0.06
C 3.12157 0.91352 -3.45382 -0.65
C 3.97536 2.00209 -3.56230 -0.48
C 4.69843 2.43784 -2.46024 -0.65
C 4.55365 1.79335 -1.24399 -0.74
C 3.46517 -2.05171 0.79851 0.58
C 2.93912 -2.88589 -0.18956 -0.13
C 2.89931 -4.25815 -0.00714 -0.84
C 3.38406 -4.81317 1.17046 -0.47
C 3.91567 -3.99693 2.15878 -0.67
C 3.95921 -2.62484 1.97241 -0.40
H 4.67688 0.42919 1.54502 -0.07
H 2.32008 -0.58978 -2.16561 0.23
H 2.57247 0.56922 -4.32032 0.43
H 4.08426 2.50912 -4.51177 0.43
H 5.37365 3.27765 -2.55384 0.45
H 5.11727 2.14397 -0.38526 0.56
H 2.56853 -2.47407 -1.11983 0.20
H 2.49910 -4.89668 -0.78362 0.45
H 3.35531 -5.88506 1.31401 0.44
H 4.30228 -4.43228 3.07015 0.43
H 4.38126 -1.99623 2.74876 0.39
F -1.91302 -5.49113 2.66956 -0.25
C -2.27677 -5.18283 1.41267 0.85
F -1.61666 -6.02211 0.59540 -0.25
F -3.58284 -5.44236 1.29348 -0.28
C -1.94568 -3.74631 1.09336 0.23
C -0.60974 -3.37765 1.03296 -0.86
C -0.27893 -2.06266 0.75732 -0.14
C -1.27403 -1.11901 0.54218 -0.36
C -2.61383 -1.49697 0.60958 0.17
C -2.95043 -2.81170 0.88525 -1.20
P -0.81111 0.58406 0.15960 2.05
C -1.70482 1.58279 1.38288 0.70
C -2.03832 2.91287 1.13418 -0.43
C -2.58495 3.69077 2.14259 -1.12
C -2.79746 3.14220 3.39786 0.21
C -2.47358 1.81725 3.65379 -1.08
C -1.92552 1.03977 2.64884 -0.69
C -3.33199 4.00001 4.51630 0.87
F -4.04288 5.03848 4.05662 -0.27
F -4.11974 3.29855 5.34457 -0.26
F -2.32533 4.50144 5.25621 -0.24
C -1.53521 0.95172 -1.45644 0.57
C -0.73230 0.88526 -2.59198 -0.42
C -1.27766 1.09490 -3.84658 -0.84
C -2.63143 1.37920 -3.96542 0.17
C -3.43798 1.45841 -2.83987 -1.15
C -2.89083 1.24142 -1.58555 -0.14
C -3.21387 1.66056 -5.32812 0.87
F -2.58793 0.95840 -6.28502 -0.26
F -3.08995 2.96153 -5.64257 -0.24
F -4.51691 1.35688 -5.38449 -0.26
H 0.16845 -4.10996 1.20342 0.43
H 0.75951 -1.76671 0.72507 0.17
H -3.40220 -0.77126 0.45402 0.33
H -3.98751 -3.11047 0.93892 0.52
H -1.86924 3.34789 0.15972 0.42
H -2.84898 4.72155 1.95049 0.47
H -2.65068 1.39412 4.63311 0.46
H -1.66290 0.01068 2.85765 0.52
H 0.32873 0.69198 -2.49322 0.01
H -0.65645 1.04145 -4.73008 0.49
H -4.48976 1.68696 -2.94261 0.46
H -3.52507 1.31721 -0.71143 0.40
```

Results
**E**: -12188.51405 Eh
**LUMO**: -0.1847 Ha
**HOMO level**: -11.227 eV
**Energy above the lowest of the compared OMol25 structures with the same formula, charge and spin**: 48.36 kJ/mol
**Orbital gap**: 0.2279 Eh
**Total charge**: +1
**Max |F|**: 1.81 eV/A

Molecular formula: C33H24BrINOPReS2
Method: DFT, the ωB97M-V functional and the def2-TZVPD basis

The geometry in XYZ format:
```
65
Properties=species:S:1:pos:R:3:mulliken_charge:R:1
Re -0.77779 -0.12707 -0.72774 0.44
I 1.70475 -1.27005 -1.05019 0.07
C 1.55185 -1.64308 -3.11469 0.68
C 1.96909 -2.91019 -3.41074 -0.74
C 2.06329 -3.33580 -4.74947 -0.88
C 1.78394 -2.44576 -5.73500 -0.85
C 1.36281 -1.12327 -5.44154 0.85
C 1.17158 -0.24177 -6.53143 -0.91
C 0.81276 1.05286 -6.32863 -1.42
C 0.55585 1.48151 -5.01763 0.29
C 0.67556 0.66904 -3.91438 1.39
P 0.03810 1.43761 -2.36048 1.21
C -1.62141 2.10408 -2.76316 1.05
C -2.34387 1.39603 -3.73108 -0.99
C -3.71285 1.52937 -3.89026 -1.11
C -4.40738 2.36081 -3.03145 -0.93
C -3.70478 3.09195 -2.08844 -1.08
C -2.32000 3.01562 -1.94793 0.08
C 1.14343 2.87491 -2.22341 0.85
C 0.92743 4.01273 -2.99697 -0.06
C 1.88057 5.02220 -3.03617 -1.26
C 3.04109 4.91029 -2.28524 -0.58
C 3.25195 3.78519 -1.49399 -0.87
C 2.31322 2.76727 -1.47160 -0.46
C 1.16992 -0.67483 -4.09651 -0.06
H 2.25272 -3.59166 -2.62053 0.45
H 2.38670 -4.34291 -4.97226 0.43
H 1.89208 -2.72573 -6.77529 0.42
H 1.34038 -0.62044 -7.53185 0.44
H 0.69672 1.73787 -7.15702 0.46
H 0.20465 2.49841 -4.88760 0.25
H -1.81769 0.69990 -4.36998 0.61
H -4.22508 0.97438 -4.66468 0.50
H -5.48236 2.46042 -3.09959 0.47
H -4.25882 3.76700 -1.44576 0.53
H -2.53382 4.11517 -0.17765 0.92
H 0.01615 4.11600 -3.57749 0.46
H 1.71465 5.89626 -3.65319 0.51
H 3.78617 5.69435 -2.31802 0.47
H 4.15623 3.69806 -0.90626 0.48
H 2.49141 1.88849 -0.86373 0.25
O -6.05824 -2.99312 0.72507 -0.48
C -4.84260 -2.47367 0.59734 0.96
C -4.11494 -1.91267 1.64993 -0.69
C -2.88096 -1.37374 1.39140 -0.55
N -2.32412 -1.37287 0.15931 -0.50
C -3.03117 -1.96844 -0.81010 0.39
Br -2.11291 -1.96127 -2.47082 -0.12
C -4.27561 -2.51111 -0.67976 -0.46
H -6.37238 -2.96715 1.64041 0.33
H -4.50617 -1.89854 2.65857 0.36
H -2.29110 -0.92943 2.18092 0.57
H -4.79615 -2.97313 -1.50562 0.51
S -0.09921 2.96739 0.93556 0.06
C -0.51672 4.12085 -0.20418 0.63
C 0.34986 5.24140 -0.19512 -1.01
C 0.02994 6.37315 -0.86846 -0.58
C -1.16741 6.48046 -1.65318 -1.01
C -2.00587 5.44223 -1.72038 -0.50
C -1.79189 4.14029 -0.99684 0.13
S -1.45516 1.45168 0.89469 -0.34
H 1.25365 5.19495 0.40027 0.52
H 0.69837 7.22378 -0.80820 0.46
H -1.38440 7.39687 -2.18406 0.45
H -2.90099 5.51169 -2.32295 0.50
```

Results
**E**: -5489.06722 Eh
**Multiplicity**: 4
**LUMO (alpha / beta)**: -0.2491 / -0.2489 Ha
**HOMO level (alpha / beta)**: -12.468 / -12.935 eV
**Energy above the lowest of the compared OMol25 structures with the same formula, charge and spin**: 273.99 kJ/mol
**⟨S²⟩**: 3.7716
**Orbital gap (alpha / beta)**: 0.2091 / 0.2265 Eh
**Total charge**: +2
**Max |F|**: 0.91 eV/A

Molecular formula: C33H24BrN3O2PPdSbSe4
Method: DFT, the ωB97M-V functional and the def2-TZVPD basis

The geometry in XYZ format:
```
70
Properties=species:S:1:pos:R:3:mulliken_charge:R:1
Pd -0.12204 0.24912 -0.06989 0.05
Br -0.02618 -7.15357 10.80567 -0.24
C -0.00599 -6.07768 9.23080 0.18
C 1.15479 -5.40678 8.88349 -0.51
C 1.17125 -4.62909 7.74175 -0.14
C 0.03408 -4.50885 6.93006 -0.05
C -1.13080 -5.19843 7.31750 -0.17
C -1.15304 -5.97194 8.45975 -0.68
N 0.13567 -3.71494 5.81172 -0.51
N -0.93448 -3.55595 5.16606 0.04
C -1.01307 -2.83187 4.03109 -0.57
C -2.32624 -2.67385 3.54654 -0.16
C -2.64565 -1.90727 2.45842 -1.20
C -1.64733 -1.24306 1.71972 1.26
O -1.91492 -0.49641 0.72292 -0.87
C -0.27784 -1.45566 2.13069 -0.15
N 0.67917 -0.86329 1.35248 -0.24
C 1.95356 -0.94077 1.70024 -0.18
C 2.36224 -1.63427 2.83428 -1.04
C 1.42743 -2.27492 3.61459 -0.16
C 0.06334 -2.20419 3.28026 0.95
H 2.03721 -5.48569 9.50372 0.38
H 2.06530 -4.08840 7.45940 0.41
H -2.01371 -5.09789 6.70181 0.37
H -2.05100 -6.49623 8.75915 0.37
H -3.11038 -3.18659 4.09009 0.44
H -3.67469 -1.78983 2.14601 0.43
H 2.67793 -0.45798 1.05362 0.13
H 3.41531 -1.65827 3.07376 0.47
H 1.71254 -2.81893 4.49699 0.59
Se 4.05630 -0.47566 -4.35696 -0.70
Sb 3.79949 0.77011 -2.28045 0.75
Se 1.54207 0.39275 -1.30795 -0.08
Se 4.32982 3.10258 -2.81177 -0.76
Se 5.50647 0.03084 -0.68424 -0.73
O -0.95707 1.68934 -1.26086 -1.02
P -1.10344 0.57321 -2.31243 2.02
C -2.94372 0.60465 -2.45213 -0.24
C -3.81542 -0.40743 -2.07628 0.10
C -5.18831 -0.19683 -2.12500 -0.96
C -5.69752 1.02176 -2.54234 -0.40
C -4.83116 2.05025 -2.88993 -0.72
C -3.46281 1.84580 -2.83157 -0.54
C -0.58072 1.23571 -3.94430 0.67
C 0.56676 2.01349 -4.05563 -1.01
C 1.06588 2.38736 -5.29439 -0.81
C 0.37381 2.04081 -6.44296 -0.41
C -0.84851 1.39116 -6.33842 -0.83
C -1.32498 0.98794 -5.10255 -0.17
C -0.92850 -1.33696 -2.60078 1.25
C -1.71047 -1.80533 -3.66219 -0.09
C -1.75990 -3.14644 -4.00312 -1.11
C -1.02926 -4.07835 -3.28744 -0.50
C -0.23493 -3.64028 -2.24423 -0.95
C -0.18479 -2.29091 -1.91100 -0.19
H -3.42993 -1.36312 -1.74817 0.49
H -5.86297 -0.99436 -1.83622 0.39
H -6.76927 1.17337 -2.59768 0.37
H -5.22026 3.01081 -3.20584 0.38
H -2.77914 2.64479 -3.08758 0.51
H 1.08696 2.33234 -3.16218 0.94
H 2.00934 2.91667 -5.33676 0.36
H 0.77702 2.28862 -7.41738 0.37
H -1.43888 1.17941 -7.22323 0.37
H -2.29896 0.52324 -5.04571 0.21
H -2.30055 -1.11547 -4.24024 0.07
H -2.37977 -3.45959 -4.83527 0.41
H -1.07174 -5.13059 -3.54232 0.36
H 0.36928 -4.33854 -1.67965 0.43
H 0.48866 -2.05440 -1.10969 0.57
```

Results
**E**: -14475.95831 Eh
**LUMO**: 0.0971 Ha
**HOMO level**: -1.232 eV
**Energy above the lowest of the compared OMol25 structures with the same formula, charge and spin**: 296.02 kJ/mol
**Orbital gap**: 0.1424 Eh
**Total charge**: -2
**Max |F|**: 6.75 eV/A

Molecular formula: C33H25BCl2IN14O4V
Method: DFT, the ωB97M-V functional and the def2-TZVPD basis

The geometry in XYZ format:
```
81
Properties=species:S:1:pos:R:3:mulliken_charge:R:1
V -0.87003 0.03179 1.82589 0.30
C 3.94929 -1.13030 -0.91292 -0.80
N 3.58354 0.25172 -1.15028 1.23
C 2.46826 0.90639 -0.82152 0.07
N 2.46183 2.11011 -1.36540 -0.60
C 3.64822 2.13627 -2.02878 -0.42
N 4.36298 1.03674 -1.93634 -1.09
C 3.07139 -2.10483 -1.67197 0.97
C 3.20733 -3.47412 -1.47288 -0.86
C 2.43872 -4.37454 -2.19683 -0.72
C 1.49943 -3.92393 -3.11647 -0.88
C 1.34863 -2.55835 -3.29825 -0.14
C 2.13835 -1.66073 -2.59392 0.20
C 0.29066 -2.01929 -4.16809 0.35
N -0.46207 -2.59342 -5.03362 -0.67
N -1.36909 -1.60272 -5.47249 -0.52
C -1.06810 -0.54222 -4.81743 0.46
O -0.01915 -0.71594 -3.98998 -0.01
C -1.77053 0.74910 -4.75406 0.05
C -2.87090 0.98091 -5.57213 -0.82
C -3.59049 2.15429 -5.42336 -0.70
C -3.23124 3.07454 -4.44454 -0.78
C -2.13499 2.84457 -3.62652 0.96
C -1.78821 3.80362 -2.51063 -1.34
N -1.89837 3.15835 -1.21112 0.98
C -1.02927 2.34973 -0.60447 -0.55
N -1.56112 1.86582 0.49855 0.04
C -2.78960 2.45101 0.53261 -0.64
N -3.04247 3.23981 -0.48730 -1.10
C -1.39308 1.68287 -3.80451 0.13
H 3.93934 -1.33516 0.15734 0.10
H 4.97436 -1.21173 -1.27109 0.33
H 1.70118 0.47587 -0.19103 0.43
H 3.99435 2.98906 -2.59171 0.48
H 3.91655 -3.84227 -0.73917 0.47
H 2.55548 -5.43734 -2.02759 0.40
H 0.86903 -4.61367 -3.66217 0.50
H 2.00551 -0.60295 -2.76551 0.64
H -3.16133 0.23171 -6.29680 0.52
H -4.45283 2.34130 -6.05019 0.39
H -3.82408 3.97092 -4.30138 0.37
H -2.48398 4.63767 -2.49714 0.39
H -0.77628 4.19588 -2.60945 0.33
H -0.02873 2.15541 -0.96586 0.57
H -3.49722 2.30563 1.33387 0.37
H -0.54186 1.47637 -3.16667 0.60
I -1.57594 -5.75252 3.85461 0.06
C -1.43159 -3.70830 3.75428 -0.74
C -1.60047 -2.82134 4.78437 -0.29
N -1.42159 -1.59475 4.24456 -0.21
N -1.13402 -1.63798 2.93689 0.47
C -1.14049 -2.93641 2.61586 -0.50
H -1.83152 -2.95802 5.82582 0.47
H -1.39050 -0.69371 4.69448 0.09
H -0.93680 -3.23880 1.60327 0.59
N -1.53903 1.18371 3.31496 -0.45
C -2.17342 1.93776 3.95145 0.62
N -2.85078 2.66616 4.74271 -0.77
C -3.49282 3.76694 4.38848 0.50
N -4.09240 4.73486 4.17280 -0.61
Cl -3.83702 -0.70781 1.47380 0.08
C -5.42563 0.05902 1.46143 -0.52
Cl -5.64930 1.15973 2.83192 -0.16
H -6.17597 -0.71890 1.51972 0.38
H -5.51838 0.63516 0.54838 0.30
O -1.95177 -1.30682 -1.95530 -0.74
C -1.37872 -1.14999 -0.92369 0.63
N -0.80217 -1.00096 0.11277 -0.46
O 2.41998 -0.13945 2.05438 0.56
B 1.08040 -0.03106 2.61713 0.13
O 1.30329 -0.00199 4.06583 -0.27
C 2.63808 -0.06869 4.28788 0.33
C 3.31570 -0.06339 5.48566 -1.10
C 4.71350 -0.14838 5.43597 -0.46
C 5.38587 -0.22956 4.22480 -0.70
C 4.68503 -0.23133 3.01124 -0.78
C 3.31383 -0.15303 3.07751 0.86
H 2.78253 0.00507 6.42537 0.47
H 5.27822 -0.14591 6.36029 0.35
H 6.46738 -0.28759 4.21581 0.39
H 5.19708 -0.28562 2.05791 0.50
```

Results
**E**: -4527.20591 Eh
**Multiplicity**: 2
**LUMO (alpha / beta)**: 0.0734 / 0.0733 Ha
**HOMO level (alpha / beta)**: -3.743 / -2.904 eV
**Energy above the lowest of the compared OMol25 structures with the same formula, charge and spin**: 43.80 kJ/mol
**⟨S²⟩**: 0.7728
**Orbital gap (alpha / beta)**: 0.2109 / 0.1801 Eh
**Total charge**: -1
**Max |F|**: 1.58 eV/A

- Which of these has the highest E?
  C33H25BCl2IN14O4V

- Which of these has the highest E?
  C33H25BCl2IN14O4V

- max |F| of number 1 (C33H23F9GePPdSe3Te)?
  1.81 eV/A

- Which of these has the highest max |F|?
  C33H24BrN3O2PPdSbSe4